A 2-piece molecular cluster, C2H3NOS2 overall in a non-equilibrium geometry, computed with the ωB97M-V functional and the def2-TZVPD basis.

E   -27328.9266 eV
HOMO-LUMO gap (alpha / beta)   7.60 / 7.65 eV

Last column: natural (NBO) charge in e.
Cartesian coordinates (Å):
C (-3.1592, -0.8636, 0.3538)  0.856
C (2.5640, 1.3047, -1.0506)  -0.653
N (-2.3722, -1.5895, 0.8861)  -0.780
O (-3.8474, -0.1931, -0.2775)  -0.496
S (2.9018, -0.0241, -0.0946)  0.563
S (1.2925, -0.9367, 0.2981)  -0.350
H (1.5091, 1.5063, -1.0114)  0.218
H (3.1900, 2.1696, -0.9671)  0.222
H (-2.0786, -1.3736, 1.8633)  0.420